{
  "formula": "C31H99N13O15",
  "method": "the ωB97M-V functional and the def2-TZVPD basis",
  "molar_mass_da": 894.21,
  "gap_ev": 9.57,
  "elements": ["C", "C", "C", "O", "C", "N", "H", "H", "H", "H", "H", "H", "H", "H", "H", "H", "H", "C", "C", "C", "O", "C", "N", "H", "H", "H", "H", "H", "H", "H", "H", "H", "H", "H", "C", "C", "C", "O", "C", "N", "H", "H", "H", "H", "H", "H", "H", "H", "H", "H", "H", "C", "C", "C", "O", "C", "N", "H", "H", "H", "H", "H", "H", "H", "H", "H", "H", "H", "C", "C", "C", "O", "C", "N", "H", "H", "H", "H", "H", "H", "H", "H", "H", "H", "H", "C", "C", "C", "O", "C", "N", "H", "H", "H", "H", "H", "H", "H", "H", "H", "H", "H", "C", "C", "C", "O", "C", "N", "H", "H", "H", "H", "H", "H", "H", "H", "H", "H", "H", "O", "H", "H", "O", "H", "H", "O", "H", "H", "O", "H", "H", "O", "H", "H", "C", "O", "N", "N", "H", "H", "H", "H", "C", "O", "N", "N", "H", "H", "H", "H", "C", "O", "N", "N", "H", "H", "H", "H"],
  "positions_angstrom": [[17.214, 7.140, 11.413], [17.318, 8.561, 11.977], [16.326, 9.625, 11.499], [16.563, 9.786, 10.129], [15.449, 10.338, 9.422], [17.351, 8.541, 13.426], [18.053, 6.707, 11.956], [17.309, 7.110, 10.320], [16.277, 6.671, 11.710], [18.287, 8.946, 11.576], [16.384, 10.566, 12.047], [15.317, 9.245, 11.716], [14.705, 9.563, 9.379], [15.771, 10.541, 8.385], [15.083, 11.265, 9.921], [16.802, 9.243, 13.905], [17.029, 7.640, 13.780], [17.602, 18.973, 18.338], [16.328, 18.583, 17.583], [16.505, 18.147, 16.021], [15.251, 17.670, 15.596], [15.300, 17.336, 14.250], [15.548, 17.776, 18.563], [17.354, 19.631, 19.202], [18.332, 19.225, 17.556], [17.940, 18.025, 18.732], [15.740, 19.485, 17.465], [17.228, 17.361, 15.764], [16.826, 19.043, 15.463], [14.292, 17.374, 13.781], [15.716, 16.325, 14.191], [15.958, 18.127, 13.789], [16.179, 16.988, 18.712], [14.657, 17.373, 18.244], [9.515, 9.138, 19.809], [9.114, 10.629, 19.615], [10.355, 11.481, 19.428], [10.069, 12.891, 19.068], [11.230, 13.624, 18.738], [8.311, 10.732, 18.404], [9.859, 8.921, 20.823], [10.243, 8.857, 19.043], [8.701, 8.469, 19.688], [8.575, 10.994, 20.507], [10.994, 11.096, 18.689], [10.946, 11.388, 20.286], [11.511, 13.407, 17.693], [12.068, 13.259, 19.352], [11.024, 14.687, 18.922], [8.434, 11.676, 18.046], [7.325, 10.717, 18.610], [12.027, 18.969, 16.718], [11.561, 17.537, 16.504], [11.060, 16.921, 17.815], [12.232, 16.635, 18.604], [11.958, 16.727, 20.026], [10.664, 17.459, 15.418], [12.611, 19.014, 17.654], [11.144, 19.661, 16.804], [12.683, 19.304, 15.929], [12.436, 16.948, 16.314], [10.552, 16.001, 17.507], [10.402, 17.555, 18.399], [11.087, 16.159, 20.342], [11.660, 17.773, 20.274], [12.886, 16.413, 20.569], [10.209, 18.320, 15.208], [10.096, 16.614, 15.357], [17.468, 11.854, 16.046], [16.847, 12.491, 14.846], [15.997, 13.718, 15.136], [15.272, 13.482, 16.373], [15.183, 14.745, 17.060], [17.985, 12.951, 14.098], [17.819, 12.709, 16.682], [18.353, 11.190, 15.800], [16.768, 11.261, 16.683], [16.202, 11.818, 14.297], [15.266, 13.933, 14.379], [16.687, 14.578, 15.212], [14.754, 14.703, 18.055], [14.615, 15.454, 16.393], [16.160, 15.150, 17.167], [17.922, 13.359, 13.207], [18.574, 12.153, 13.961], [18.003, 12.788, 9.443], [19.473, 12.876, 9.024], [19.759, 14.197, 8.429], [19.228, 15.170, 9.370], [19.732, 16.474, 9.281], [20.295, 12.434, 10.149], [17.894, 13.454, 10.271], [17.851, 11.753, 9.687], [17.274, 13.140, 8.730], [19.570, 12.020, 8.317], [19.403, 14.270, 7.388], [20.823, 14.304, 8.316], [19.041, 17.139, 9.767], [19.817, 16.785, 8.231], [20.729, 16.485, 9.769], [21.285, 12.262, 9.897], [20.231, 13.011, 10.996], [12.240, 13.125, 14.231], [12.804, 13.945, 13.068], [13.766, 13.024, 12.326], [14.398, 13.523, 11.214], [15.417, 14.423, 11.484], [11.706, 14.244, 12.172], [11.662, 13.907, 14.760], [13.036, 12.835, 14.904], [11.670, 12.248, 13.838], [13.175, 14.848, 13.598], [13.096, 12.226, 11.956], [14.460, 12.655, 13.072], [15.847, 14.732, 10.529], [16.135, 13.912, 12.135], [15.102, 15.262, 12.113], [10.772, 14.444, 12.483], [11.978, 15.008, 11.550], [21.873, 12.064, 16.314], [21.965, 12.236, 15.359], [21.266, 12.794, 16.516], [18.544, 15.855, 12.278], [18.264, 15.584, 11.421], [19.466, 15.577, 12.420], [19.924, 14.570, 15.575], [19.547, 14.506, 16.462], [19.244, 14.031, 15.028], [19.963, 10.888, 12.619], [19.469, 10.052, 12.545], [20.192, 11.092, 11.674], [20.881, 15.867, 13.318], [21.562, 16.503, 13.539], [20.414, 15.771, 14.200], [18.117, 14.820, 19.181], [18.622, 14.220, 18.295], [16.828, 14.573, 19.670], [18.827, 15.848, 19.855], [16.325, 13.795, 19.267], [16.536, 14.902, 20.566], [19.608, 16.269, 19.261], [18.249, 16.535, 20.296], [19.643, 8.425, 17.143], [18.699, 7.612, 16.948], [19.920, 9.527, 16.349], [20.442, 8.467, 18.223], [20.717, 10.130, 16.335], [19.427, 9.506, 15.485], [20.645, 9.353, 18.658], [20.275, 7.822, 18.965], [14.488, 11.290, 19.397], [15.068, 12.281, 19.930], [13.951, 10.197, 20.068], [14.578, 11.150, 17.996], [13.232, 9.769, 19.482], [13.899, 10.181, 21.083], [14.608, 11.970, 17.347], [14.172, 10.273, 17.643]],
  "forces_ev_per_angstrom": [[-0.13, 1.06, 0.44], [0.33, 1.60, -0.49], [-0.40, -1.43, -0.22], [-0.28, 0.52, -0.51], [0.82, 0.33, 0.13], [0.11, -0.84, 0.66], [-0.02, -0.87, -0.51], [0.21, -0.02, 0.43], [-0.05, -0.13, 0.06], [-0.27, -0.27, 0.26], [0.48, 0.31, 0.13], [-0.21, -0.04, -0.30], [-0.83, -0.13, 0.03], [-0.04, 0.09, 0.57], [0.09, -0.53, -0.42], [-0.02, 0.19, -0.31], [0.27, 0.29, 0.04], [-0.56, -0.91, -1.02], [-1.14, 0.57, -0.55], [-0.16, -0.42, 2.10], [-0.71, 0.92, 1.04], [0.28, 0.74, -0.91], [0.91, -0.78, -1.03], [0.60, -0.10, -1.04], [0.14, 0.86, 0.82], [0.51, -0.20, 0.38], [-0.23, 0.39, -0.17], [0.39, -0.01, 0.60], [-0.24, 0.00, 0.11], [0.54, -0.05, 0.47], [0.19, 0.15, -0.66], [-0.57, -1.16, -0.40], [-0.56, -0.29, 0.44], [0.42, 0.46, -0.28], [0.63, 1.06, 0.34], [-0.10, -0.41, -0.13], [-1.15, 1.66, -0.60], [-0.56, -1.87, 1.00], [0.29, -0.73, 0.07], [-0.17, 0.70, -0.42], [0.48, 0.21, -0.08], [0.11, 0.02, 0.22], [-1.14, -0.33, -0.35], [0.13, -0.10, -0.15], [0.61, -0.78, -1.71], [0.85, 0.51, 1.87], [-0.05, 0.42, 0.09], [0.00, 0.49, 0.04], [0.26, -0.75, -0.23], [0.16, -0.04, -0.15], [-0.26, -0.44, 0.18], [-0.45, 0.34, 0.78], [0.48, 0.61, 1.39], [0.86, -0.10, -0.32], [-0.84, -0.12, 0.93], [0.58, 0.90, -0.47], [-0.40, -0.84, -0.93], [-0.29, 0.07, -0.34], [0.74, -0.52, -0.05], [0.07, 0.12, -0.36], [0.79, -0.44, -0.37], [-0.17, -0.10, 0.46], [-0.38, 0.26, -0.10], [0.07, -0.60, -0.09], [0.63, -0.42, -0.07], [-0.92, 0.33, -0.47], [-0.64, 0.16, -0.09], [0.09, 0.67, 0.02], [0.38, -0.33, 1.96], [-0.53, 0.64, -0.73], [0.18, -0.52, 1.71], [0.36, 1.07, 0.09], [-1.26, 0.38, -1.54], [1.55, -0.43, 0.51], [-0.02, -0.99, -0.31], [-1.20, 0.95, 0.16], [0.48, 0.44, -0.60], [-0.11, -0.71, -0.38], [-0.24, 0.14, -0.56], [-0.30, -0.22, 0.30], [-0.43, -0.54, -0.14], [0.28, -0.47, 0.89], [1.00, 0.36, 0.10], [-0.93, 0.84, -1.28], [0.68, -0.42, -0.28], [0.76, -0.04, 0.16], [-1.07, -2.32, -0.24], [0.38, 1.11, 0.31], [-0.28, -0.98, -0.96], [1.10, -0.35, -0.60], [0.90, 0.01, 0.47], [-0.29, 0.05, 0.94], [-0.57, -0.26, 0.42], [0.02, -0.04, -0.68], [0.33, 0.97, -0.22], [-0.67, 0.33, 0.43], [0.83, 0.39, 0.26], [-0.16, 0.25, 0.41], [0.13, 0.05, 0.12], [-0.41, 0.42, -0.26], [-0.94, 0.48, 0.22], [0.11, 0.05, -0.70], [-0.35, 0.66, -0.29], [-1.10, -0.46, 0.84], [-1.12, -0.10, 0.57], [-0.32, 0.18, -1.37], [0.51, -0.07, 0.85], [0.54, 0.88, -1.64], [-0.44, -1.03, 0.12], [0.16, -0.32, 0.17], [0.20, 0.76, 0.62], [0.61, -0.22, -0.77], [0.49, 0.08, 0.28], [0.54, -0.47, 0.01], [0.07, 0.10, 0.31], [0.58, 0.03, -0.34], [-0.26, 0.35, -0.42], [0.06, -0.01, 0.89], [-0.23, -0.43, 0.04], [-0.34, 0.45, -0.76], [0.23, -0.38, 0.33], [-0.01, -0.10, 0.31], [-0.42, 0.11, 1.01], [-0.02, -0.45, -1.03], [-0.18, 0.39, -0.34], [-1.07, -0.95, -0.80], [-0.06, 0.21, 0.33], [0.88, 0.66, 0.65], [0.00, -0.40, -0.91], [0.25, 0.37, 0.27], [-0.43, -0.01, 0.83], [-0.19, -0.06, 1.61], [0.28, 0.16, -0.31], [0.53, -0.35, -0.93], [-1.55, 1.90, 3.26], [0.99, -1.51, -2.53], [1.68, 0.46, -0.99], [0.89, -0.07, -1.57], [0.04, -0.27, 0.35], [0.01, 0.02, 0.27], [-1.65, -0.98, 1.24], [-0.10, 0.35, 0.22], [-2.24, 0.48, -1.02], [2.60, 1.68, 0.14], [-1.39, -1.25, -0.74], [1.07, -0.58, 2.22], [0.68, -0.02, 0.60], [-0.34, -0.05, -0.58], [0.17, 0.36, -0.67], [-0.41, -0.74, -0.03], [2.73, 2.09, -0.41], [-1.93, -2.22, -0.57], [-0.17, 0.85, -1.39], [-1.40, -0.78, 0.89], [0.24, -0.24, 1.07], [-0.12, 0.23, -0.62], [0.19, -0.78, 1.04], [0.38, 0.94, -0.07]]
}